No. 1
Formula: C20H40O5
Source: the OMol25 dataset
Level of theory: ωB97M-V with the def2-TZVPD basis set

Calculated values
* SMILES string: C1CCOC1.C1CCOC1.C1CCOC1.C1CCOC1.C1CCOC1
* energy above the lowest of the compared OMol25 structures with the same formula, charge and spin: 113.9 kcal per mole
* gap between HOMO and LUMO: 0.36005 Eh
* multiplicity: 1
* HOMO energy: -9.2226 eV

```
65
Properties=species:S:1:pos:R:3:nbo_charge:R:1
O -1.666 1.688 -5.397 -0.537
O -1.681 -0.351 1.575 -0.548
O -2.721 -3.912 0.620 -0.536
O 5.501 -0.800 -2.276 -0.535
O 0.255 3.014 3.611 -0.537
C 0.533 0.407 1.478 -0.439
C 4.491 0.027 -2.783 -0.071
C -0.028 0.301 0.155 -0.419
C -3.409 -3.404 1.777 -0.079
C -4.862 -3.454 1.509 -0.427
C -1.194 -0.665 0.243 -0.073
C 3.504 -1.289 -1.158 -0.429
C 2.354 3.892 4.275 -0.434
C -2.035 1.857 -4.022 -0.081
C 5.023 -1.588 -1.164 -0.071
C -4.971 -3.316 -0.021 -0.434
C -1.441 0.621 -3.277 -0.425
C 0.566 2.484 4.883 -0.071
C -0.708 0.393 2.289 -0.076
C -0.815 -0.121 -4.473 -0.435
C -0.477 0.880 -5.477 -0.071
C 1.323 3.813 3.145 -0.071
C 2.073 2.596 4.980 -0.433
C 3.437 0.147 -1.737 -0.437
C -3.578 -3.734 -0.523 -0.068
H 1.252 1.221 1.562 0.225
H 3.398 3.924 3.961 0.214
H 0.745 -0.208 -0.421 0.203
H 2.336 4.774 4.915 0.207
H 2.543 1.750 4.477 0.204
H -3.144 -3.908 2.707 0.185
H -0.775 -1.672 0.246 0.175
H -1.959 -0.536 -0.522 0.188
H 5.268 -2.638 -1.324 0.194
H 1.863 3.430 2.280 0.167
H 0.357 1.542 -5.242 0.162
H -5.766 -3.966 -0.385 0.214
H 0.027 -0.695 -4.085 0.209
H 3.098 -1.483 -0.165 0.212
H -3.670 -4.638 -1.125 0.176
H -1.055 1.391 2.556 0.199
H -0.495 -0.148 3.211 0.169
H -5.134 -2.276 -0.306 0.207
H 2.427 0.337 -2.099 0.219
H -3.074 2.108 -3.806 0.194
H 2.445 2.697 5.999 0.220
H 3.060 -2.059 -1.789 0.201
H 5.362 -1.081 -0.261 0.167
H -5.352 -2.714 2.142 0.219
H -0.212 1.195 -0.440 0.202
H -5.239 -4.440 1.781 0.196
H -3.102 -2.367 1.914 0.183
H 0.905 4.796 2.931 0.186
H 0.087 3.127 5.621 0.159
H 0.125 1.524 5.151 0.193
H -0.412 0.519 -6.504 0.198
H 1.071 -0.535 1.588 0.193
H -2.153 -0.050 -2.798 0.210
H 4.979 0.976 -3.007 0.184
H -3.151 -2.970 -1.173 0.164
H -1.546 2.748 -3.630 0.154
H 3.657 0.873 -0.954 0.204
H -1.465 -0.815 -5.005 0.215
H -0.790 1.036 -2.508 0.205
H 4.016 -0.253 -3.724 0.161
```


No. 2
Formula: C8H17ISi
Source: the OMol25 dataset
Level of theory: ωB97M-V with the def2-TZVPD basis set

Calculated values
* energy above the lowest of the compared OMol25 structures with the same formula, charge and spin: 109.5 kcal per mole
* gap between HOMO and LUMO (alpha / beta): 0.26074 / 0.25891 Eh
* multiplicity: 1
* HOMO energy (alpha / beta): -8.2386 / -8.2085 eV

```
27
Properties=species:S:1:pos:R:3:nbo_charge:R:1
I 2.295 1.376 -1.736 0.308
Si -0.641 1.818 0.068 1.458
C -2.177 0.824 -0.432 -1.100
C 1.268 -2.525 -0.328 0.076
C 2.676 -2.920 -0.711 -0.651
C 1.035 -2.071 1.107 -0.668
C 0.834 0.872 -0.437 -0.683
C 0.234 -2.392 -1.154 -0.456
C -1.017 3.613 -0.780 -1.046
C -0.522 2.037 1.981 -1.052
H -1.860 4.184 -0.308 0.232
H 3.431 -2.288 -0.359 0.218
H -2.800 1.437 -1.175 0.241
H 2.783 -3.954 -0.400 0.218
H 1.715 -2.543 1.780 0.205
H 1.063 -0.988 1.149 0.237
H -0.724 -2.108 -0.732 0.194
H 2.635 -2.934 -1.775 0.213
H 0.054 -2.545 1.226 0.219
H 0.264 -2.873 -2.153 0.197
H -2.950 0.731 0.438 0.249
H -0.128 4.189 -0.667 0.219
H -1.897 -0.006 -0.997 0.238
H 0.055 1.094 2.334 0.239
H 0.188 2.766 2.163 0.231
H -1.496 2.146 2.399 0.241
H -1.348 3.525 -1.771 0.223
```


No. 3
Formula: CHFN2O2S
Source: the OMol25 dataset
Level of theory: ωB97M-V with the def2-TZVPD basis set

Calculated values
* energy above the lowest of the compared OMol25 structures with the same formula, charge and spin: 64.1 kcal per mole
* gap between HOMO and LUMO (alpha / beta): 0.27544 / 0.31697 Eh
* multiplicity: 1
* HOMO energy (alpha / beta): -10.8149 / -11.7336 eV

```
8
Properties=species:S:1:pos:R:3:nbo_charge:R:1
S -0.155 -1.215 0.674 2.166
F -1.042 -0.610 1.956 -0.464
O 1.250 -1.322 0.966 -0.822
O -0.849 -2.311 0.082 -0.803
N -0.230 2.837 -0.484 -0.241
N 0.069 0.505 -1.146 -0.561
C -0.084 1.743 -0.810 0.346
H 1.039 0.372 -1.238 0.379
```


No. 4
Formula: C21H35BCdO2P2
Source: the OMol25 dataset
Level of theory: ωB97M-V with the def2-TZVPD basis set

Calculated values
* energy above the lowest of the compared OMol25 structures with the same formula, charge and spin: 52.1 kcal per mole
* gap between HOMO and LUMO: 0.22339 Eh
* multiplicity: 1
* HOMO energy: -5.7310 eV

```
62
Properties=species:S:1:pos:R:3:nbo_charge:R:1
Cd -2.078 0.516 -0.248 0.386
P -1.043 1.003 -2.220 0.616
P 0.986 2.049 0.157 0.849
O -4.801 -1.759 0.805 -0.682
O -2.517 -1.971 1.302 -0.691
C 2.447 0.451 1.883 -0.170
C 3.782 0.438 2.021 -0.212
C -3.245 -5.569 0.996 -0.230
C 0.628 3.146 -1.291 -0.734
C -2.125 0.491 -3.592 -0.939
C 4.684 0.941 -0.318 -0.422
C -3.059 -3.199 1.057 0.217
C -5.209 -4.196 0.565 -0.282
C -2.434 -4.429 1.101 -0.252
C 2.153 -1.304 -0.045 -0.466
C 2.363 3.261 0.709 -0.920
C -3.806 0.104 2.298 -1.032
C -0.717 2.836 -1.961 -0.693
C -0.204 2.563 1.453 -0.990
C 2.762 -0.429 -1.080 -0.147
C 3.381 0.764 -1.002 -0.203
C -4.431 -3.075 0.770 0.295
C 1.650 -0.714 1.295 -0.429
C 4.823 0.177 1.022 -0.458
C -4.610 -5.454 0.746 -0.227
C 0.499 0.735 -3.166 -0.941
B -3.637 -1.070 1.284 0.995
H -0.075 1.922 2.340 0.241
H 1.812 1.092 2.509 0.196
H -2.793 -6.551 1.129 0.213
H 4.867 -0.900 0.787 0.212
H 0.565 -0.514 1.186 0.213
H 1.460 3.007 -2.002 0.228
H -2.846 0.436 2.714 0.229
H 5.766 0.498 1.491 0.222
H -4.385 -0.267 3.159 0.217
H 0.465 1.339 -4.080 0.213
H 4.907 2.013 -0.215 0.200
H -5.239 -6.342 0.690 0.214
H 2.844 3.019 1.668 0.236
H 1.412 1.046 -2.667 0.246
H -1.225 2.446 1.056 0.224
H -1.363 -4.465 1.244 0.218
H -1.548 3.226 -1.356 0.234
H -4.336 0.967 1.869 0.246
H 1.934 4.270 0.823 0.202
H -6.258 -4.086 0.295 0.222
H 4.103 0.391 3.049 0.209
H -2.828 -0.266 -3.203 0.254
H 2.919 -2.057 0.191 0.217
H 1.714 -1.519 2.060 0.221
H -0.747 3.293 -2.952 0.228
H 3.122 1.549 -1.719 0.187
H -2.677 1.362 -3.959 0.244
H 2.476 -0.785 -2.067 0.190
H -0.027 3.609 1.728 0.219
H 0.601 -0.316 -3.444 0.233
H 5.462 0.545 -0.992 0.219
H 3.184 3.355 -0.016 0.219
H -1.510 0.045 -4.395 0.247
H 0.692 4.189 -0.945 0.225
H 1.310 -1.861 -0.514 0.222
```


No. 5
Formula: C14H28N2O3S
Source: the OMol25 dataset
Level of theory: ωB97M-V with the def2-TZVPD basis set

Calculated values
* SMILES string: CCCS(=O)(=O)N1CCC(C(=O)NCCC(C)C)CC1
* energy above the lowest of the compared OMol25 structures with the same formula, charge and spin: 3.0 kcal per mole
* gap between HOMO and LUMO: 0.37208 Eh
* multiplicity: 1
* HOMO energy: -9.4566 eV

```
48
Properties=species:S:1:pos:R:3:nbo_charge:R:1
S -0.004 1.251 -1.419 2.321
O -0.855 0.216 -1.942 -0.968
O 0.512 2.219 -2.347 -0.943
O 0.449 0.452 2.275 -0.672
N 0.149 -1.683 1.649 -0.620
N 1.242 0.469 -0.630 -0.704
C 2.367 1.272 -0.216 -0.225
C -2.525 -2.732 -1.636 -0.609
C -0.711 3.596 -0.137 -0.398
C 1.614 -0.859 -1.056 -0.226
C -1.515 4.292 0.957 -0.603
C -0.877 2.092 -0.064 -0.673
C -1.277 -1.704 1.892 -0.226
C 2.352 -0.694 1.330 -0.303
C -2.085 -1.704 0.592 -0.417
C -1.951 -2.984 -0.244 -0.209
C -2.650 -4.172 0.414 -0.607
C 2.912 0.718 1.116 -0.411
C 0.890 -0.567 1.774 0.713
C 2.515 -1.481 0.025 -0.415
H -2.381 -3.600 -2.275 0.202
H 2.019 2.297 -0.109 0.221
H 2.590 1.344 1.947 0.241
H -0.887 -3.225 -0.358 0.173
H 0.535 -2.487 1.186 0.391
H -1.517 -2.580 2.502 0.191
H 2.901 -1.188 2.139 0.239
H 2.138 -0.833 -2.023 0.190
H -3.138 -1.553 0.839 0.204
H -3.592 -2.528 -1.571 0.199
H -1.755 -0.862 -0.019 0.230
H -2.039 -1.873 -2.094 0.236
H 4.002 0.694 1.098 0.209
H -1.197 3.943 1.936 0.208
H -1.032 3.942 -1.121 0.219
H -1.372 5.368 0.907 0.214
H 3.145 1.262 -0.992 0.188
H -1.505 -0.803 2.467 0.235
H -2.576 4.080 0.844 0.202
H -2.560 -5.056 -0.213 0.210
H -2.217 -4.403 1.385 0.200
H 0.684 -1.412 -1.192 0.232
H 3.562 -1.408 -0.278 0.217
H -1.918 1.800 -0.180 0.244
H -3.707 -3.958 0.551 0.204
H 0.344 3.853 -0.032 0.203
H 2.295 -2.542 0.149 0.208
H -0.482 1.678 0.861 0.284
```


No. 6
Formula: C2H5BrOS
Source: the OMol25 dataset
Level of theory: ωB97M-V with the def2-TZVPD basis set

Calculated values
* energy above the lowest of the compared OMol25 structures with the same formula, charge and spin: 63.5 kcal per mole
* gap between HOMO and LUMO: 0.30216 Eh
* multiplicity: 1
* HOMO energy: -8.5231 eV

```
10
Properties=species:S:1:pos:R:3:nbo_charge:R:1
Br 3.705 -0.299 0.112 0.076
S 1.333 1.577 0.164 0.390
O -1.356 -1.504 -0.176 -0.962
C 1.850 0.004 0.274 -0.449
C -0.434 1.130 -0.117 -0.733
H -0.693 0.510 -1.088 0.269
H -0.755 -1.590 0.551 0.484
H -1.837 -2.386 -0.331 0.481
H -1.076 1.958 -0.122 0.221
H -0.738 0.600 0.734 0.225
```